{
  "formula": "C40H46P2PdSi",
  "method": "ωB97M-V/def2-TZVPD",
  "symbols": ["Pd", "P", "P", "Si", "C", "C", "C", "C", "C", "C", "C", "C", "C", "C", "C", "C", "C", "C", "C", "C", "C", "C", "C", "C", "C", "C", "C", "C", "C", "C", "C", "C", "C", "C", "C", "C", "C", "C", "C", "C", "C", "C", "C", "C", "H", "H", "H", "H", "H", "H", "H", "H", "H", "H", "H", "H", "H", "H", "H", "H", "H", "H", "H", "H", "H", "H", "H", "H", "H", "H", "H", "H", "H", "H", "H", "H", "H", "H", "H", "H", "H", "H", "H", "H", "H", "H", "H", "H", "H", "H"],
  "positions_angstrom": [[-1.973, 0.942, -1.067], [-8.487, -3.452, 0.490], [-7.410, -4.424, -2.246], [2.776, 2.685, -0.311], [-6.449, -2.286, 4.457], [-12.602, -4.874, 2.277], [-0.515, -2.166, 2.283], [-2.857, -4.492, -2.900], [4.026, 1.622, -1.272], [3.214, 2.284, 1.467], [-8.002, -5.179, 0.306], [-6.992, -1.301, 3.622], [-7.358, -5.555, -0.836], [-8.180, -5.551, -3.524], [0.304, -3.889, 0.505], [-0.869, -3.174, 1.221], [-5.611, -4.496, -2.616], [2.029, -2.179, 2.292], [-3.434, -3.811, -1.815], [-10.196, -3.830, 1.253], [-9.312, -7.122, -5.582], [-9.417, -5.731, -5.619], [-6.376, -3.614, 4.024], [-4.824, -3.815, -1.667], [-8.869, -4.950, -4.598], [-7.570, -3.014, 2.015], [-12.320, -4.964, 0.915], [-3.649, -5.181, -3.826], [-11.710, -4.204, 3.119], [-7.535, -1.652, 2.381], [-8.663, -7.728, -4.502], [-2.616, 1.978, 0.514], [2.677, -1.671, 1.009], [-0.083, 1.498, -0.937], [0.672, -1.558, 2.487], [1.978, -2.098, -0.258], [2.964, 4.533, -0.752], [-10.523, -3.663, 2.602], [-8.142, -6.945, -3.465], [1.079, 1.932, -0.644], [-6.898, -3.979, 2.780], [1.048, -3.050, -0.489], [-5.043, -5.188, -3.699], [-11.136, -4.435, 0.399], [-13.008, -5.482, 0.248], [-6.856, -6.528, -0.993], [3.646, 1.476, -2.296], [0.972, -3.431, -1.497], [-9.750, -7.728, -6.380], [2.699, -0.562, 0.998], [-1.989, 2.900, 0.316], [-5.303, -3.298, -0.825], [0.709, -0.466, 2.712], [4.145, 2.780, 1.829], [3.331, 1.198, 1.569], [-10.920, -4.526, -0.664], [4.067, 0.634, -0.776], [2.420, -1.581, -1.137], [-9.838, -3.146, 3.275], [4.020, 4.861, -0.589], [-0.154, -4.703, -0.093], [5.045, 2.041, -1.317], [-8.354, -5.884, 1.065], [-7.959, -0.902, 1.707], [-8.581, -8.807, -4.460], [-9.946, -5.244, -6.444], [3.735, -2.011, 0.986], [-2.820, -3.264, -1.101], [-11.905, -4.134, 4.182], [-2.138, 1.403, 1.343], [-5.928, -4.374, 4.658], [2.331, 5.198, -0.132], [-8.968, -3.867, -4.618], [-1.773, -4.471, -3.023], [-3.193, -5.707, -4.664], [-5.679, -5.707, -4.418], [-7.017, -0.256, 3.938], [2.714, -1.948, 3.121], [-3.701, 2.182, 0.643], [2.389, 2.592, 2.114], [-1.598, -3.927, 1.584], [-6.804, -5.010, 2.431], [0.995, -4.276, 1.274], [-1.411, -1.768, 2.796], [-7.709, -7.452, -2.609], [-13.496, -5.345, 2.689], [2.713, 4.769, -1.807], [1.960, -3.258, 2.182], [-6.080, -2.010, 5.450], [-1.439, -2.641, 0.432]],
  "spin_multiplicity": 3,
  "de_lowest_kcal_mol": 20.96,
  "homo_ha": [-0.27573, -0.28288],
  "orbital_gap_ev": [7.546, 5.095],
  "energy_ev": -72153.034
}